A single C5H8N2S molecule at a distorted geometry. Source: OMol25; level of theory: ωB97M-V/def2-TZVPD.

Structure (XYZ):
```
16
Properties=species:S:1:pos:R:3:forces:R:3:nbo_charge:R:1
S 0.925583 -0.723231 -2.451953 -0.26 0.03 0.50 -0.027
N 2.066921 -0.930713 0.539135 0.08 0.36 -0.37 -0.811
N -1.219309 -0.154593 -0.935838 0.17 -0.29 0.09 -0.425
C -1.365554 0.429260 0.401829 0.15 0.35 0.14 -0.087
C 0.094491 -0.596522 -1.055114 0.34 -0.05 -0.54 0.091
C -0.049934 0.273842 1.154812 0.63 0.68 -0.43 -0.422
C -1.427207 1.287841 -0.820050 0.22 -0.30 0.32 -0.218
C 0.635163 -0.867788 0.351854 -0.05 -0.06 0.46 -0.131
H -2.273175 0.176569 0.924072 -0.23 0.02 0.01 0.213
H -0.573096 1.907755 -1.054734 0.05 0.09 0.03 0.206
H 0.576699 1.212557 1.124310 -0.55 -0.90 -0.15 0.212
H 0.201689 -1.839752 0.688454 0.19 0.56 -0.23 0.219
H 2.519268 -0.118228 0.098907 -0.37 -0.31 0.27 0.360
H -2.374839 1.623789 -1.189351 -0.31 0.17 -0.12 0.215
H 2.428303 -1.717763 0.016112 0.07 -0.19 0.01 0.370
H -0.165004 0.036978 2.207554 -0.14 -0.16 0.01 0.235
```
Positions in Å, forces in eV/Å.

Values from the calculation:
Total energy in Eh: -702.96990
Orbital gap in eV: 8.84
Multiplicity: 1
SMILES: N[C@H]1C[C@H]2CN2C1=S
Charge: 0
HOMO energy in eV: -8.700

***

A molecular structure, C23H23N4O4STi at a distorted geometry. Source: OMol25; level of theory: ωB97M-V/def2-TZVPD.

Structure (XYZ):
```
56
Properties=species:S:1:pos:R:3:forces:R:3:nbo_charge:R:1
Ti 0.315060 0.610454 -0.606051 -1.10 -1.61 -0.31 1.536
S 0.179251 -1.673127 -2.187124 0.35 0.05 0.07 -0.231
O -1.898288 1.399830 -0.937360 0.09 0.17 -0.62 -0.676
O 2.084607 -0.028824 -0.665181 1.60 -0.57 0.09 -0.621
O 0.518066 2.324321 0.096617 -0.29 1.78 1.36 -0.843
O -0.529535 -0.527108 0.542490 -0.40 -0.64 1.66 -0.805
N 1.467779 -0.200457 2.381531 -0.35 -0.10 0.21 -0.263
N 0.191184 -0.615723 2.743315 0.49 0.26 0.13 -0.338
N 0.178957 1.395525 -2.514387 0.09 0.58 -1.95 -0.520
N 2.333776 -1.357277 -0.623784 -0.22 0.30 -0.41 -0.020
C -2.914535 -1.704461 1.219273 -0.16 -0.08 0.01 -0.201
C -2.011061 -1.357989 2.216864 0.08 0.10 -0.09 -0.021
C 1.277525 1.595305 -4.622480 0.47 0.14 0.20 -0.247
C 1.716901 1.048146 2.324892 0.03 0.06 0.10 0.252
C 0.085986 1.394145 -5.284963 -0.07 -0.04 -0.25 -0.131
C 0.215236 2.738734 1.357644 0.52 -0.24 -0.60 0.361
C 3.381367 -1.728444 0.142213 -0.06 0.09 -0.04 0.069
C -2.371196 -1.521815 3.552144 -0.05 -0.04 0.05 -0.202
C 2.006844 -3.562157 -1.329528 -0.46 0.29 -0.23 -0.240
C 1.286732 1.598563 -3.240060 -0.11 0.14 -0.11 0.095
C 3.790718 -3.022447 0.178327 0.04 -0.13 0.02 -0.281
C -0.737336 3.883011 1.402255 -0.20 0.23 0.08 -0.661
C 3.087369 -3.952160 -0.599799 0.25 -0.22 0.15 -0.154
C -3.623626 -2.020024 3.879956 0.04 0.01 -0.04 -0.217
C -4.169791 -2.208555 1.548514 0.11 0.04 0.01 -0.222
C -1.062908 1.224099 -4.542985 -0.35 0.02 0.14 -0.239
C 0.729862 2.158294 2.443424 0.01 -0.24 0.12 -0.408
C -2.178243 0.991579 -2.283053 0.18 0.07 0.42 -0.109
C -0.974925 1.226197 -3.161436 -0.31 0.02 -0.12 0.231
C -4.529030 -2.362875 2.879350 0.07 0.03 0.02 -0.214
C 1.555939 -2.214133 -1.351438 0.35 -0.34 0.20 0.067
C -0.678688 -0.794481 1.836144 -0.52 -0.06 -0.27 0.512
C 3.149861 1.454431 2.125391 0.06 0.07 -0.10 -0.642
H -3.898129 -2.140458 4.921325 0.01 0.01 -0.03 0.210
H -2.026881 1.083388 -5.018677 0.06 0.00 0.04 0.228
H -1.657220 -1.252359 4.320145 -0.04 -0.01 -0.03 0.235
H 0.050957 1.376456 -6.367196 0.00 0.01 0.04 0.227
H -3.053016 1.500570 -2.682755 -0.10 0.10 -0.03 0.196
H 0.468768 2.527912 3.428099 -0.02 -0.06 -0.01 0.226
H 3.820253 0.614812 2.306722 -0.03 0.00 -0.02 0.212
H 2.202675 1.751916 -5.160697 -0.03 -0.01 0.02 0.231
H -4.866466 -2.479595 0.763658 0.03 0.01 0.02 0.207
H -5.508845 -2.746194 3.139024 0.04 0.00 0.00 0.208
H -0.726587 4.372768 2.374687 -0.04 0.00 0.00 0.222
H 2.196948 1.766101 -2.682921 0.07 -0.10 0.05 0.228
H 3.410580 2.269553 2.805172 -0.04 -0.06 -0.01 0.218
H -0.474762 4.610673 0.632750 0.01 0.02 0.02 0.217
H 3.293135 1.823641 1.107351 -0.01 0.02 -0.01 0.229
H 3.399067 -4.989655 -0.614177 -0.04 0.03 0.02 0.223
H -1.759425 3.539773 1.210973 0.03 0.00 -0.04 0.213
H -1.613257 2.329691 -0.955485 -0.10 -0.08 0.15 0.492
H 1.434255 -4.267557 -1.914306 0.02 -0.01 0.01 0.235
H 4.626533 -3.300228 0.803610 -0.03 -0.02 -0.05 0.232
H 3.828808 -0.924077 0.698935 0.00 0.07 -0.01 0.242
H -2.400395 -0.073133 -2.222016 0.03 -0.09 -0.04 0.228
H -2.620835 -1.584555 0.185040 -0.01 0.01 0.00 0.224
```
Positions in Å, forces in eV/Å.

Values from the calculation:
<S²>: 0.7524
Total energy in Eh: -2657.92929
Orbital gap (spin up / spin down) in eV: 6.32 / 7.59
Multiplicity: 2
Charge: 0
HOMO energy (spin up / spin down) in eV: -6.379 / -7.671

***

A gas-phase ion, C3H7N (charge -1) at a distorted geometry. Source: OMol25; level of theory: ωB97M-V/def2-TZVPD.

Structure (XYZ):
```
11
Properties=species:S:1:pos:R:3:forces:R:3:nbo_charge:R:1
N 0.027656 -0.338773 0.822763 3.12 -2.75 0.40 -0.663
C -1.414092 -0.587045 -1.136210 -1.89 5.01 0.40 -0.594
C 1.231693 0.496949 0.783468 2.23 1.39 -0.07 -1.052
C -0.774611 0.109566 -0.151941 -3.48 0.37 -2.37 -0.008
H 2.200695 0.024096 0.483884 -0.82 -0.71 -0.74 0.122
H -1.173536 -1.490075 -1.462065 1.20 -4.06 -0.83 0.173
H 1.143347 1.377467 0.004107 0.06 -1.46 1.99 0.179
H -1.032025 1.194026 -0.035088 0.23 -1.07 -0.11 0.172
H 1.664186 0.744406 1.776792 -1.06 0.76 -0.17 0.176
H 0.346541 -1.410829 0.750810 -1.17 2.91 -0.06 0.325
H -2.219854 -0.119786 -1.836520 1.58 -0.38 1.56 0.170
```
Positions in Å, forces in eV/Å.

Values from the calculation:
<S²>: 0.7505
Total energy in Eh: -173.12047
Orbital gap (spin up / spin down) in eV: 3.08 / 8.68
Multiplicity: 2
Charge: -1
HOMO energy (spin up / spin down) in eV: 1.423 / -4.365

***

A single C5H10O2 molecule. Source: OMol25; level of theory: ωB97M-V/def2-TZVPD.

Structure (XYZ):
```
17
Properties=species:S:1:pos:R:3:forces:R:3:nbo_charge:R:1
O -0.238374 1.590021 -1.400031 0.01 0.13 -0.07 -0.530
O -0.879764 -0.746803 0.745279 -0.09 0.12 -0.06 -0.524
C 0.627879 0.635739 -0.752272 0.33 -0.08 0.11 0.076
C -0.566604 -0.332969 -0.551923 -0.01 0.01 -0.24 0.056
C 1.252416 1.206327 0.503717 0.00 0.01 0.06 -0.639
C -0.107656 -1.852677 1.146943 0.15 -0.22 0.14 -0.250
C -1.409411 0.834487 -1.060407 -0.36 -0.13 0.02 -0.074
H -0.292197 -2.723111 0.499736 0.01 0.11 0.07 0.167
H 0.966575 -1.621292 1.122726 -0.13 -0.08 0.03 0.165
H -0.541147 -1.194976 -1.234194 0.01 0.11 0.09 0.170
H 0.477877 1.492119 1.220437 0.09 -0.02 -0.08 0.220
H 1.916849 0.480859 0.986737 -0.08 0.10 -0.10 0.208
H 1.841046 2.092719 0.248638 -0.08 -0.11 0.01 0.224
H -2.049308 0.649111 -1.930854 0.11 0.02 0.14 0.179
H 1.397959 0.285851 -1.451955 -0.10 0.03 0.10 0.174
H -1.998998 1.304310 -0.263183 0.10 -0.03 -0.09 0.181
H -0.397140 -2.099716 2.170606 0.06 0.03 -0.14 0.197
```
Positions in Å, forces in eV/Å.

Values from the calculation:
Total energy in Eh: -346.93456
Orbital gap in eV: 10.69
Multiplicity: 1
SMILES: CO[C@H]1CO[C@H]1C
Charge: 0
HOMO energy in eV: -9.681

***

11 unconnected molecules or ions with the total composition C37H77Br6N7O6 at a distorted geometry. Source: OMol25; level of theory: ωB97M-V/def2-TZVPD.

Structure (XYZ):
```
133
Properties=species:S:1:pos:R:3:forces:R:3:mulliken_charge:R:1
Br 28.519780 1.778030 8.504200 0.65 0.47 -1.27 -0.148
Br 30.586000 2.040990 4.153790 -0.36 0.35 0.72 -0.164
Br 30.677480 7.425250 -0.417870 -0.08 0.47 0.30 -0.171
Br 23.137620 1.809930 10.791460 -1.27 -0.31 0.33 -0.126
Br 23.268170 -1.406300 10.113210 -0.79 -0.06 0.46 -0.134
Br 33.123180 10.991380 -2.031760 -0.14 -0.75 -0.10 -0.170
O 14.607840 5.264060 2.269710 -2.41 -0.03 2.60 -0.704
O 24.725280 3.938800 3.666800 -1.22 0.84 -0.52 -0.215
O 18.569230 5.010360 9.906120 -2.09 -0.01 -1.93 -0.654
O 26.401060 10.527550 1.126500 -3.48 -0.83 0.65 -0.647
O 16.111860 5.160330 0.749850 0.43 -1.68 -0.29 -0.748
O 18.550250 2.795540 -3.815100 -0.65 3.18 -0.30 -0.641
N 17.908130 -1.582650 7.642960 0.10 0.72 -0.38 -0.417
N 24.585090 9.594580 0.144190 -2.18 -0.65 -1.85 0.142
N 24.468080 9.896940 11.939950 -0.51 -0.39 -0.77 -0.403
N 22.057500 2.459520 4.219130 -0.35 -0.39 0.08 0.019
N 18.272450 4.722750 -5.081560 -0.94 0.83 3.97 0.090
N 16.594780 5.288700 8.608780 1.40 0.08 -1.16 0.103
N 26.502370 -0.719540 0.477810 4.26 -1.23 -4.15 -0.450
C 15.293580 4.570880 1.547820 3.32 3.05 -2.26 0.491
C 20.677970 2.042290 4.861790 1.47 1.03 -1.44 -1.043
C 23.193220 1.525780 4.768210 -0.76 0.20 -0.19 -0.406
C 18.528190 -5.011690 7.472880 2.15 0.41 0.07 -0.515
C 15.147600 3.103110 1.484630 -1.01 -1.71 0.48 -0.739
C 23.049910 9.033180 9.925490 -0.88 -1.49 -0.35 -0.574
C 23.844070 9.493290 11.054560 0.51 0.22 0.75 0.278
C 25.231800 7.713750 9.380180 -0.06 0.08 -1.08 -1.262
C 32.727770 9.150380 -1.333880 -0.94 1.61 1.19 -0.589
C 29.203990 -2.425920 -1.121170 1.17 -0.96 1.82 -0.610
C 25.756350 4.735200 3.008970 -0.83 -0.27 0.69 -0.765
C 18.945080 4.223430 -6.149890 -0.20 -1.36 -3.47 -1.035
C 16.068360 5.644300 7.250980 -0.81 -1.27 1.49 -0.906
C 28.433730 -1.147960 -1.354320 -0.57 -0.15 -0.19 -0.287
C 23.713390 7.914510 8.962090 1.34 2.26 0.83 -0.269
C 25.240260 9.297850 -1.174660 0.39 -0.15 0.52 -0.934
C 15.628650 4.861280 9.566360 0.14 -0.40 1.59 -0.977
C 19.789300 -4.569530 6.612350 -1.89 -0.48 0.05 -1.085
C 17.931180 5.278290 8.855790 1.30 0.70 1.93 0.062
C 29.800560 1.411200 5.894760 0.49 0.29 -0.26 -0.607
C 22.960810 0.036730 4.527070 0.10 0.32 1.16 -1.302
C 21.834630 -0.780160 11.317370 0.58 1.68 1.00 -0.509
C 20.925130 3.208720 2.009640 0.36 -0.14 -0.43 -1.386
C 17.974180 6.155330 -5.095340 1.33 -0.70 -0.40 -0.790
C 29.586290 2.460160 6.942710 0.45 1.37 -0.18 -0.554
C 23.119680 9.398630 0.119230 -0.45 -0.18 -1.17 -1.065
C 21.888690 2.251630 2.681780 0.72 -0.20 1.11 -0.374
C 18.190910 -3.977290 8.556220 -0.11 -1.28 0.46 -0.354
C 18.186340 3.998250 -3.934080 0.03 -2.57 0.09 0.169
C 21.457740 0.741600 11.130510 0.71 -1.21 -1.40 -0.598
C 23.451720 4.669930 3.743750 0.06 -2.16 0.59 -0.701
C 27.360070 -0.939210 -0.340740 -3.30 1.56 3.91 0.238
C 18.062470 -2.646550 8.028580 -0.33 0.06 0.33 0.266
C 29.899570 -2.458840 0.337920 -0.94 -0.24 -2.11 -1.046
C 31.289580 9.253520 -0.704290 1.16 0.31 -1.52 -0.577
C 25.178230 10.167640 1.179540 4.67 0.74 -0.29 0.159
C 22.351110 3.920460 4.616200 2.21 -0.38 -0.22 -1.008
H 21.476290 4.570660 4.611530 -0.18 -0.47 -0.01 0.468
H 23.656050 5.613640 4.249460 -0.34 0.24 -0.26 0.617
H 22.199960 -0.742370 12.343630 0.49 -0.90 -0.15 0.330
H 30.024900 -2.591110 -1.818980 -0.33 0.39 -0.44 0.335
H 22.691470 9.912710 9.390650 0.49 0.03 -0.33 0.307
H 22.886600 2.400670 2.269380 0.07 -0.28 0.18 0.459
H 21.416840 3.523410 1.089160 0.03 0.39 0.09 0.348
H 14.224390 3.045900 0.908000 -0.11 -0.67 -0.16 0.178
H 27.871160 -1.228900 -2.284400 0.19 0.11 -0.28 0.260
H 30.638620 9.755430 -1.420130 -0.17 -0.56 -0.14 0.357
H 28.498620 -3.248270 -1.240610 0.22 -0.25 0.18 0.309
H 25.735730 5.715020 3.486100 0.45 0.11 -0.03 0.313
H 25.779870 8.653850 9.317460 -0.42 0.40 0.16 0.376
H 23.640060 8.492330 8.040760 0.70 -0.46 -0.46 0.184
H 19.911000 4.689870 -6.343610 0.11 -0.07 -0.09 0.305
H 25.498120 7.316090 10.359490 -0.83 -0.06 0.15 0.367
H 14.911280 4.149710 9.157510 -0.07 0.26 -0.13 0.351
H 30.498980 2.911400 7.331890 0.04 -0.54 0.29 0.392
H 30.418760 -1.508950 0.465410 -0.46 0.16 0.51 0.282
H 15.119350 5.111410 7.310120 -0.33 0.43 -0.58 0.279
H 18.529530 5.731070 8.050080 -0.34 -0.30 -0.49 0.395
H 21.609380 1.199540 2.625200 0.03 0.19 -0.35 0.481
H 18.965890 3.134610 -6.196180 0.52 0.07 0.73 0.331
H 18.221740 4.406680 -6.944430 0.63 0.39 -1.14 0.378
H 17.282130 -4.284870 9.073550 -0.36 0.28 -0.21 0.300
H 22.453940 9.792380 0.887240 0.97 0.07 0.74 0.352
H 28.793800 1.119480 5.595690 0.59 -1.12 0.06 0.367
H 20.737270 2.246380 5.930860 -0.28 -0.08 -0.20 0.369
H 30.691190 -3.205880 0.396140 -0.29 -0.26 -0.12 0.339
H 29.085200 -2.706930 1.018630 0.47 0.49 0.53 0.332
H 20.008360 2.761790 1.625080 -0.24 0.10 0.72 0.406
H 14.932690 2.656900 2.455610 -0.32 0.28 0.28 0.267
H 26.037190 9.998970 -1.422500 -0.15 0.08 0.39 0.320
H 19.447590 -3.796640 5.923890 0.40 0.05 -0.13 0.327
H 22.103880 8.620950 10.276490 0.07 -0.08 0.53 0.273
H 18.907450 -3.989700 9.377500 0.45 0.15 -0.26 0.229
H 20.079870 -5.465460 6.063740 0.25 0.26 -0.22 0.352
H 23.817170 -0.347650 5.081130 0.43 -0.59 -0.76 0.443
H 21.017770 -1.499450 11.258550 -0.06 0.42 -0.26 0.359
H 20.024560 2.685480 4.272330 -0.51 0.05 0.78 0.504
H 25.592500 4.872820 1.940170 -0.26 -0.20 -0.06 0.293
H 24.572360 9.228730 -2.033290 -0.67 0.67 0.48 0.341
H 22.948440 4.752510 2.780430 0.67 0.58 -0.39 0.374
H 23.291160 1.731580 5.834130 -0.60 -0.03 0.14 0.451
H 16.120940 4.365850 10.403200 0.34 -0.22 -0.21 0.333
H 22.874390 -0.280710 3.487910 0.46 -0.01 0.22 0.317
H 25.826850 7.124780 8.682240 -0.49 -0.46 -0.30 0.327
H 22.169150 -0.415240 5.124620 -0.51 0.39 -0.24 0.382
H 17.389430 6.417920 -5.976940 -0.92 -0.10 0.50 0.271
H 17.646020 -5.240760 6.875040 0.24 0.06 -0.15 0.301
H 30.623950 0.759960 6.188040 -1.05 -0.81 0.01 0.371
H 15.855290 6.707780 7.142710 0.40 -0.12 -0.25 0.256
H 18.910350 6.649060 -5.355970 0.37 0.31 0.43 0.322
H 26.702590 4.215260 3.158600 -0.14 0.13 0.11 0.227
H 20.425300 1.018650 4.585350 0.38 0.04 0.34 0.407
H 24.187340 1.803370 4.417820 -0.47 0.44 -0.80 0.394
H 20.629880 -4.211960 7.207040 -0.18 -0.04 0.15 0.288
H 17.670160 6.468600 -4.096580 -0.50 0.17 -0.45 0.278
H 25.664230 8.294230 -1.207760 0.31 -0.06 0.65 0.294
H 29.129660 3.301410 6.421290 -0.85 -0.01 0.61 0.343
H 22.707960 9.893910 -0.760130 0.25 0.19 -0.26 0.363
H 15.151190 5.694860 10.081410 -0.45 0.22 -0.46 0.322
H 18.906940 -5.916990 7.947310 -0.65 -0.16 0.30 0.312
H 23.110520 7.030210 8.755550 0.08 -0.06 0.87 0.396
H 15.890740 2.420250 1.072860 0.33 0.75 -0.56 0.260
H 22.762080 3.833990 5.622040 -0.35 0.10 0.15 0.550
H 32.827680 8.392270 -2.110660 0.02 0.35 0.13 0.414
H 31.259950 9.930350 0.149600 0.19 -0.73 0.43 0.403
H 33.471870 9.122240 -0.537880 -0.07 -0.70 -0.28 0.334
H 20.787460 4.071840 2.660930 -0.54 0.07 -0.45 0.363
H 20.978000 1.190500 12.000240 0.15 -0.26 -0.10 0.372
H 16.563410 5.123040 6.431640 0.51 0.62 0.09 0.436
H 17.642900 4.544650 -3.147740 0.22 -0.21 0.19 0.321
H 24.567240 10.190810 2.095150 0.04 0.36 -0.16 0.308
H 20.821410 0.789920 10.246850 0.17 0.66 0.06 0.304
H 22.835590 8.359650 -0.047880 0.30 -0.25 0.28 0.367
H 29.147530 -0.330840 -1.458810 -0.46 0.40 0.38 0.301
```
Positions in Å, forces in eV/Å.

Values from the calculation:
Total energy in Eh: -17734.45973
Orbital gap in eV: 4.55
Multiplicity: 1
Charge: 0
HOMO energy in eV: -5.184